# 1
{"formula": "C26H48N4O6", "method": "ωB97M-V/def2-TZVPD", "species": ["C", "C", "C", "N", "C", "H", "H", "H", "H", "H", "C", "C", "C", "N", "C", "H", "H", "H", "H", "H", "C", "N", "C", "C", "O", "H", "H", "H", "H", "H", "H", "H", "C", "N", "C", "C", "O", "H", "H", "H", "H", "H", "H", "H", "C", "C", "C", "O", "H", "H", "H", "H", "H", "H", "C", "C", "C", "O", "H", "H", "H", "H", "H", "H", "C", "C", "C", "O", "H", "H", "H", "H", "H", "H", "C", "C", "C", "O", "H", "H", "H", "H", "H", "H"], "xyz": [[12.7384, 25.1528, -16.2576], [12.9050, 25.1208, -17.6487], [11.6886, 24.7954, -18.2314], [10.8113, 24.6267, -17.1964], [11.4347, 24.8075, -15.9671], [13.4839, 25.5239, -15.5699], [13.8316, 25.3214, -18.1661], [11.3850, 24.6439, -19.2567], [9.8087, 24.5305, -17.2715], [11.0244, 24.8710, -14.9701], [7.9735, 26.3209, -15.8871], [7.5789, 24.9922, -16.2934], [7.7268, 24.9574, -17.6722], [8.1871, 26.1767, -18.0642], [8.3296, 27.0178, -17.0157], [8.0092, 26.7376, -14.8914], [7.1990, 24.2200, -15.6409], [7.6511, 24.1451, -18.3799], [8.3830, 26.4330, -19.0213], [8.6255, 28.0488, -17.1422], [9.4274, 24.2267, -21.9836], [8.4098, 25.1374, -22.4657], [8.1034, 26.2929, -21.9808], [7.1087, 27.1943, -22.7252], [8.6739, 26.7179, -20.9681], [9.7395, 24.4036, -20.9543], [10.3170, 24.2310, -22.6134], [8.9684, 23.2416, -22.0668], [7.8078, 24.7258, -23.1645], [6.5235, 27.7841, -22.0197], [6.5133, 26.5234, -23.3446], [7.7173, 27.8411, -23.3571], [10.6607, 28.9678, -23.7965], [10.9616, 28.0972, -22.6832], [12.1533, 27.7503, -22.3009], [12.3611, 26.7833, -21.1532], [13.1111, 28.0486, -23.0026], [11.2444, 29.8797, -23.6708], [9.6092, 29.2520, -23.8381], [10.7861, 28.5279, -24.7859], [10.2201, 27.9303, -22.0179], [13.0278, 25.9637, -21.4213], [11.3820, 26.3882, -20.8826], [12.7712, 27.3834, -20.3410], [7.7106, 20.2649, -14.3873], [8.9075, 21.1338, -14.7928], [8.9500, 22.4510, -14.0915], [9.6719, 20.8369, -15.7524], [7.5825, 19.5041, -15.1572], [6.7909, 20.8068, -14.1671], [7.9488, 19.6716, -13.5045], [9.1821, 22.3326, -13.0331], [7.9764, 22.9221, -14.2269], [9.7046, 23.1522, -14.4477], [16.3280, 26.2136, -16.9264], [16.2236, 26.8909, -15.5594], [15.7561, 28.3171, -15.4809], [16.4752, 26.2266, -14.5190], [15.5372, 26.5641, -17.5896], [16.1988, 25.1435, -16.7646], [17.3015, 26.2376, -17.4162], [14.7578, 28.2876, -15.9174], [16.4022, 28.8710, -16.1621], [15.8168, 28.7935, -14.5024], [10.8692, 27.0061, -12.8797], [9.7606, 26.0773, -12.4865], [10.2395, 24.8141, -11.7929], [8.5951, 26.4076, -12.6563], [11.8457, 26.5222, -12.8631], [10.8139, 27.8825, -12.2339], [10.6541, 27.4679, -13.8434], [9.3679, 24.2412, -11.4766], [10.9266, 25.0148, -10.9708], [10.6983, 24.2603, -12.6120], [13.9972, 22.1598, -14.7734], [12.9544, 21.7149, -13.8016], [12.3563, 20.3144, -13.8292], [12.5772, 22.5116, -12.9038], [14.9688, 21.8059, -14.4284], [14.0105, 23.2495, -14.7486], [13.8296, 21.7425, -15.7662], [11.5552, 20.1635, -13.1057], [13.1381, 19.5948, -13.5859], [11.9083, 19.9895, -14.7682]], "lowdin_charge": [-0.1276, -0.1156, -0.1146, 0.0393, -0.0995, 0.0885, 0.0704, 0.0854, 0.0859, 0.0873, -0.0890, -0.0923, -0.1660, 0.0051, -0.1243, 0.0714, 0.0749, 0.1120, 0.0978, 0.1146, -0.0362, 0.0290, -0.5556, 0.0323, -0.0258, 0.0680, 0.0924, 0.0905, 0.1459, 0.0922, 0.0767, 0.0705, -0.0617, 0.0167, -0.5908, 0.0078, 0.0253, 0.0910, 0.0686, 0.0879, 0.1028, 0.0930, 0.0400, 0.0893, -0.0223, -0.4329, -0.0310, 0.0180, 0.0796, 0.0807, 0.0821, 0.0873, 0.0707, 0.0588, -0.0297, -0.4555, -0.0251, 0.0135, 0.0609, 0.0795, 0.0854, 0.0848, 0.0850, 0.0862, -0.0308, -0.4927, -0.0186, 0.0370, 0.0824, 0.0918, 0.0817, 0.0801, 0.0967, 0.0460, -0.0178, -0.4335, -0.0264, 0.0034, 0.0910, 0.0652, 0.0900, 0.0760, 0.0820, 0.0670], "gap_ev": 8.243, "smiles": "c1cc[nH]c1.c1cc[nH]c1.CNC(C)=O.CNC(C)=O.CC(C)=O.CC(C)=O.CC(C)=O.CC(C)=O", "de_lowest_kcal_mol": 0.00, "e_homo_ev": -8.0, "multiplicity": 1, "energy_ha": -1689.92562}

***

# 2
{"formula": "C26H49Br2ClFN3O5PSi", "method": "ωB97M-V/def2-TZVPD", "species": ["C", "C", "C", "C", "C", "C", "O", "C", "C", "C", "O", "Si", "C", "C", "C", "C", "C", "N", "C", "C", "C", "C", "O", "C", "C", "C", "F", "P", "N", "C", "N", "Cl", "C", "C", "O", "O", "H", "H", "H", "H", "H", "H", "H", "H", "H", "H", "H", "H", "H", "H", "H", "H", "H", "H", "H", "H", "H", "H", "H", "H", "H", "H", "H", "H", "H", "H", "H", "H", "H", "H", "H", "H", "H", "H", "H", "H", "H", "H", "H", "H", "H", "Br", "C", "C", "Br", "H", "H", "H", "H"], "xyz": [[0.7094, 0.5185, -2.9889], [0.9952, 0.7411, -1.8359], [1.1946, 0.8395, -0.3951], [0.9586, -0.4934, 0.4019], [2.0012, -1.3799, -0.3392], [2.6111, -2.6508, 0.2690], [1.9745, -3.2364, 1.4099], [-0.5306, -0.9762, 0.3371], [-0.7821, -2.0772, -0.7498], [-0.2659, -3.5091, -0.6328], [0.6875, -3.7968, -1.6857], [0.0386, -4.3909, -3.1220], [1.1784, -3.7450, -4.4800], [0.1321, -6.2745, -3.2455], [-1.6838, -3.7616, -3.5495], [-1.5176, 0.0825, -0.2898], [-1.6992, 1.4970, 0.2997], [-1.7092, 2.5114, -0.8147], [-1.0252, 3.7533, -0.4544], [-0.5440, 4.4402, -1.7514], [-3.0433, 2.7477, -1.2245], [-3.7622, 1.6322, -1.9856], [-3.6408, 3.7594, -0.9909], [-1.0140, -1.2773, 1.8119], [-2.3108, -0.6845, 2.3817], [-2.1344, 0.5492, 3.2638], [-3.3090, 1.2456, 3.2817], [-1.1816, -3.0509, 2.4487], [-1.2957, -3.0433, 4.0257], [0.2676, -0.9084, 2.6301], [1.3069, -0.0958, 1.8360], [2.8189, -0.6893, 2.5592], [1.2599, 1.3087, 2.3768], [2.4762, 2.2463, 2.2243], [3.2954, 2.3526, 3.0775], [2.4884, 3.1258, 1.1572], [0.4967, 0.3985, -4.0130], [2.2143, 1.1781, -0.2528], [0.5786, 1.6744, -0.0736], [2.8411, -0.7522, -0.6137], [1.6225, -1.6599, -1.3094], [2.7009, -3.4182, -0.4938], [3.6501, -2.4587, 0.5405], [2.6588, -3.5787, 1.9843], [-0.3484, -1.6689, -1.6568], [-1.8350, -2.1331, -0.9932], [-1.0924, -4.2036, -0.8086], [0.1884, -3.8539, 0.2870], [1.1608, -2.6527, -4.5043], [2.2162, -4.0028, -4.2826], [0.8721, -4.0872, -5.4651], [0.8843, -6.5328, -3.9871], [-0.7949, -6.7141, -3.6016], [0.4706, -6.7181, -2.3118], [-2.0359, -4.3722, -4.3793], [-2.3810, -3.9526, -2.7336], [-1.7129, -2.7244, -3.8701], [-2.5115, -0.3456, -0.2452], [-1.3414, 0.1932, -1.3466], [-2.6670, 1.6104, 0.7896], [-0.9717, 1.8677, 1.0084], [-1.6390, 4.4516, 0.1153], [-0.1229, 3.5794, 0.1294], [-1.1421, 4.1508, -2.6069], [-0.4361, 5.5113, -1.6269], [0.4553, 4.0493, -1.9437], [-3.0198, 1.0459, -2.5175], [-4.4724, 2.1117, -2.6421], [-4.3244, 1.0459, -1.2613], [-3.0485, -0.3907, 1.6397], [-2.8579, -1.3736, 3.0173], [-1.9343, 0.2477, 4.2890], [-1.3748, 1.2314, 2.8963], [0.0000, -3.7637, 2.1789], [-2.2555, -3.6701, 1.7702], [-2.1823, -3.4682, 4.2775], [0.7834, -1.8671, 2.6733], [0.1501, -0.7122, 3.6906], [1.1914, 1.2345, 3.4519], [0.4038, 1.9076, 2.0789], [3.1243, 2.8341, 0.4945], [1.8078, 8.4485, 2.9925], [2.6529, 6.7031, 2.8615], [3.3110, 6.5046, 1.5229], [2.0013, 6.1366, 0.1288], [1.8845, 5.9646, 3.0670], [3.3960, 6.6832, 3.6559], [3.9599, 5.6317, 1.5448], [3.8798, 7.3695, 1.1983]], "lowdin_charge": [0.1740, -0.1012, -0.1327, -0.2288, -0.0892, -0.2344, -0.1508, -0.2205, -0.0994, -0.2353, -0.2446, 0.4530, -0.1601, -0.1444, -0.1514, -0.1204, -0.1253, -0.0712, -0.2328, -0.0760, -0.4908, 0.0273, 0.1251, -0.3520, -0.1596, -0.2110, -0.0095, 0.8026, -0.2675, -0.1754, -0.3388, 1.0026, -0.0951, -0.4821, 0.1644, 0.0149, 0.0460, 0.1129, 0.0805, 0.1249, 0.1034, 0.1154, 0.1034, 0.1005, 0.1033, 0.1219, 0.1050, 0.0641, 0.0160, 0.0329, 0.0386, 0.0307, 0.0304, 0.0297, 0.0420, 0.0289, 0.0337, 0.1050, 0.0878, 0.1255, 0.0721, 0.1212, 0.0764, 0.0767, 0.0541, 0.0553, 0.0730, 0.0898, 0.0889, 0.1126, 0.0958, 0.1329, 0.0883, 0.0208, 0.0423, -0.0209, 0.0421, 0.1340, 0.1344, 0.1129, 0.1206, 0.6315, -0.7081, -0.6763, 0.6758, 0.0438, 0.0607, 0.0495, 0.0540], "gap_ev": 7.063, "e_homo_ev": -11.6, "multiplicity": 1, "energy_ha": -7899.02355, "charge": 1}

***

# 3
{"formula": "C26H49F3O17S", "method": "ωB97M-V/def2-TZVPD", "species": ["C", "C", "O", "C", "C", "C", "C", "C", "C", "O", "O", "C", "S", "O", "O", "C", "F", "F", "F", "H", "H", "H", "H", "H", "H", "H", "H", "H", "H", "H", "H", "H", "H", "H", "H", "H", "C", "C", "O", "C", "O", "O", "C", "H", "H", "H", "H", "H", "H", "H", "H", "C", "C", "O", "C", "O", "O", "C", "H", "H", "H", "H", "H", "H", "H", "H", "C", "C", "O", "C", "O", "O", "C", "H", "H", "H", "H", "H", "H", "H", "H", "C", "C", "O", "C", "O", "O", "C", "H", "H", "H", "H", "H", "H", "H", "H"], "xyz": [[-1.9857, 0.5491, -0.2821], [-3.2485, 0.0365, -0.9684], [-3.3271, -1.3698, -0.7988], [-4.1611, -2.0210, -1.7405], [-4.5734, -3.3804, -1.1858], [-3.5408, -4.4911, -1.4015], [-2.1872, -4.2224, -0.7141], [-1.9247, -5.1798, 0.4596], [-0.7631, -4.6924, 1.2646], [0.3473, -4.5199, 0.8736], [-1.1050, -4.3807, 2.5424], [-0.0553, -3.8865, 3.3231], [0.3344, -2.1622, 2.9051], [-0.6451, -1.6643, 1.9921], [0.6535, -1.5165, 4.1440], [1.9743, -2.2040, 1.9781], [2.6310, -3.3405, 2.2415], [2.7080, -1.1831, 2.4256], [1.8001, -2.0737, 0.6753], [-2.1864, 1.4688, 0.2704], [-1.1956, 0.7657, -1.0043], [-1.6102, -0.2033, 0.4136], [-3.2328, 0.2847, -2.0371], [-4.1440, 0.5011, -0.5361], [-3.6097, -2.1508, -2.6851], [-5.0442, -1.4037, -1.9488], [-5.5181, -3.6747, -1.6546], [-4.7757, -3.2599, -0.1164], [-3.3916, -4.6369, -2.4757], [-3.9628, -5.4305, -1.0278], [-2.1469, -3.1951, -0.3509], [-1.3685, -4.3282, -1.4288], [-1.6497, -6.1709, 0.0856], [-2.8056, -5.2699, 1.0954], [0.8542, -4.4802, 3.2438], [-0.3969, -3.8317, 4.3556], [4.9285, -4.1301, 4.9017], [3.7005, -3.4504, 5.4624], [2.9868, -4.3074, 6.3751], [3.4800, -4.3628, 7.6111], [4.4270, -3.7479, 8.0285], [2.7189, -5.1938, 8.3253], [3.1238, -5.3404, 9.6904], [4.6618, -5.0843, 4.4456], [5.3827, -3.4973, 4.1386], [5.6639, -4.3095, 5.6846], [2.9778, -3.2367, 4.6794], [3.9490, -2.5162, 5.9636], [3.1999, -4.3694, 10.1748], [4.0843, -5.8499, 9.7481], [2.3510, -5.9403, 10.1608], [-6.9260, 4.4686, -1.6322], [-5.5318, 4.2018, -2.1522], [-5.3799, 2.8323, -2.5744], [-5.8406, 2.5499, -3.7905], [-6.3075, 3.3353, -4.5757], [-5.6756, 1.2434, -4.0039], [-6.1295, 0.7878, -5.2832], [-7.1745, 3.7685, -0.8342], [-6.9827, 5.4819, -1.2341], [-7.6620, 4.3700, -2.4289], [-4.7860, 4.3247, -1.3691], [-5.2844, 4.8618, -2.9829], [-5.6771, 1.3712, -6.0823], [-7.2136, 0.8633, -5.3493], [-5.8194, -0.2505, -5.3492], [1.4267, 3.6631, -1.2721], [1.6725, 3.6016, -2.7620], [0.5545, 3.0141, -3.4559], [-0.4706, 3.8311, -3.6836], [-0.5242, 5.0046, -3.4167], [-1.4358, 3.1291, -4.2805], [-2.6166, 3.8781, -4.5785], [1.1731, 2.6737, -0.8881], [2.3264, 4.0131, -0.7655], [0.6090, 4.3437, -1.0374], [2.5118, 2.9484, -2.9914], [1.8789, 4.5873, -3.1760], [-2.3861, 4.7552, -5.1794], [-3.1077, 4.1858, -3.6570], [-3.2607, 3.2026, -5.1344], [8.2129, 5.7291, -2.1090], [7.0648, 5.8127, -1.1288], [5.9883, 4.9294, -1.4991], [6.1534, 3.6539, -1.1538], [7.0871, 3.1915, -0.5510], [5.0944, 2.9675, -1.5889], [5.1403, 1.5629, -1.3119], [7.8622, 5.9219, -3.1232], [8.9682, 6.4738, -1.8565], [8.6771, 4.7444, -2.0786], [6.6121, 6.8021, -1.1322], [7.3862, 5.5755, -0.1155], [5.3318, 1.3855, -0.2562], [5.9147, 1.0847, -1.9093], [4.1628, 1.1785, -1.5886]], "lowdin_charge": [-0.0515, -0.2591, -0.1802, -0.2258, -0.1749, -0.1945, -0.1640, -0.0818, -0.4840, 0.1405, -0.0030, -0.1910, 0.7861, -0.2529, -0.2729, -0.6634, 0.1239, 0.1388, 0.1619, 0.0727, 0.0676, 0.0476, 0.1139, 0.1184, 0.1307, 0.1190, 0.1104, 0.1222, 0.1084, 0.1059, 0.1051, 0.1215, 0.1360, 0.1270, 0.1199, 0.1309, -0.0562, -0.2033, 0.0352, -0.6119, 0.1249, 0.0021, -0.0378, 0.0832, 0.0818, 0.0775, 0.0907, 0.1297, 0.0958, 0.0975, 0.0925, -0.0596, -0.2175, 0.0195, -0.6305, 0.1214, -0.0086, -0.0328, 0.0830, 0.0821, 0.0786, 0.1258, 0.1159, 0.0946, 0.0988, 0.0927, -0.0556, -0.2021, 0.0360, -0.6117, 0.1234, 0.0102, -0.0224, 0.0774, 0.0760, 0.0776, 0.1130, 0.1252, 0.1029, 0.0840, 0.0935, -0.0641, -0.2076, 0.0328, -0.6121, 0.1252, -0.0131, -0.0305, 0.0816, 0.0804, 0.0768, 0.1226, 0.1223, 0.0965, 0.0994, 0.0886], "gap_ev": 10.076, "smiles": "CCOCCCCCC(=O)OCS(=O)(=O)C(F)(F)F.CCOC(=O)OC.CCOC(=O)OC.CCOC(=O)OC.CCOC(=O)OC", "de_lowest_kcal_mol": 0.00, "e_homo_ev": -9.5, "multiplicity": 1, "energy_ha": -2996.98016}